P.
{
  "formula": "C3H3NO2",
  "method": "wB97M-V/def2-TZVPD",
  "elements": ["O", "C", "N", "O", "C", "C", "H", "H", "H"],
  "positions_angstrom": [[-1.7913, 0.8085, -1.1084], [-0.7234, 0.6784, -0.5414], [0.4182, 1.4118, -0.7353], [1.3913, 0.7976, 0.0709], [1.0238, -0.2943, 0.6113], [-0.3753, -0.6096, 0.2185], [-0.7208, -1.1217, -0.8982], [1.7627, -0.7324, 1.2970], [-0.9853, -0.9384, 1.0855]],
  "gap_ev": [8.0, 8.0],
  "total_charge": 0
}

Q.
{
  "formula": "C3H3NO2",
  "method": "wB97M-V/def2-TZVPD",
  "elements": ["O", "C", "N", "O", "C", "C", "H", "H", "H"],
  "positions_angstrom": [[-0.5433, 1.0815, 1.5349], [0.0302, 0.3205, 0.5880], [1.3070, 0.0624, 0.5362], [1.4577, -0.7688, -0.6454], [0.3076, -1.1309, -1.1458], [-0.7041, -0.3180, -0.4775], [0.1664, 1.3809, 2.1381], [-0.2395, -0.2694, -1.9212], [-1.7819, -0.3583, -0.6073]],
  "gap_ev": 9.9,
  "total_charge": 0,
  "smiles": "Oc1ccon1"
}

Compare the structures above. Which one is the least stable? Q is.